1.
A gas-phase ion, C8H8Br3OS (charge +1). Source: the Open Molecules 2025 dataset; level of theory: ωB97M-V/def2-TZVPD.

Summary:
Net charge: +1
2S+1: 3
Expectation value of S²: 2.012
E_tot: -8504.62383 Eh

Element x y z (Å)
C -1.3564 -0.5821 -2.0459
C -0.7112 1.7079 -2.1956
C -0.1694 0.3755 -0.1739
C -1.3821 0.6417 -2.7324
C -0.8064 -0.6919 -0.7382
C -0.0146 1.5724 -0.9451
C -0.4160 -0.5805 2.6621
C 2.1992 -0.9416 1.0527
O 1.2079 1.4209 1.9926
S 0.8321 0.1491 1.4657
Br -2.2508 0.8302 -4.4296
Br -0.8562 -2.3748 0.1333
Br 0.7818 3.1547 -0.3073
H -1.6420 -1.5529 -2.5528
H -0.7711 2.6534 -2.5596
H -0.1717 -1.6857 2.7187
H -1.3869 -0.5312 2.1628
H -0.4771 -0.0354 3.5661
H 2.5832 -1.6106 1.9021
H 3.0634 -0.3605 0.7466
H 1.7444 -1.5586 0.2776

=====

2.
A gas-phase ion, C4H8N3O2 (charge +1). Source: the Open Molecules 2025 dataset; level of theory: ωB97M-V/def2-TZVPD.

Summary:
Relative energy (zero: lowest compared OMol25 entry of this formula, charge and spin): 3.190 eV
Net charge: +1
2S+1: 1
SMILES: COn1cc(O)[nH]c1=[NH2+]

Element x y z (Å)
C -0.1057 0.4536 1.5788
C -1.0601 1.3923 1.4461
C -0.3372 1.0035 -0.6280
C 1.3238 -1.8981 -0.3754
N 0.3827 0.2407 0.2084
N -1.1957 1.7691 0.1054
N -0.0868 0.9519 -1.9337
O -1.8029 2.1142 2.2771
O 1.4616 -0.4772 -0.1259
H 0.2855 -0.2668 2.2669
H 1.2862 -2.1227 -1.4275
H 0.4596 -2.3482 0.2283
H 2.3240 -2.2650 0.0028
H -1.7693 2.4688 -0.1346
H 0.8006 0.6670 -2.1078
H -0.3464 1.7071 -2.4988
H -2.1742 1.4913 3.0116

=====

3.
2 unconnected molecules or ions with the total composition C3H5F2N3. Source: the Open Molecules 2025 dataset; level of theory: ωB97M-V/def2-TZVPD.

Summary:
Relative energy (zero: lowest compared OMol25 entry of this formula, charge and spin): 3.585 eV
2S+1: 1

Element x y z (Å)
C 2.3790 -0.2169 -0.1775
C 0.1482 1.0471 0.1027
C 1.0584 -0.0871 0.3282
N 3.2677 -0.5370 -0.8347
N -1.1523 0.9221 0.5683
N -1.6677 -1.4728 -0.4055
F 0.4021 1.6771 -1.1192
F 0.7875 -0.8654 1.4163
H 0.7625 1.7198 0.8288
H -2.1855 -0.6905 -0.0226
H -1.7035 1.4316 -0.0938
H -1.2143 -1.7716 0.4203
H -0.8821 -1.1563 -1.0114

=====

4.
A molecular structure, C29H39N6O5STi. Source: the Open Molecules 2025 dataset; level of theory: ωB97M-V/def2-TZVPD.

Summary:
Relative energy (zero: lowest compared OMol25 entry of this formula, charge and spin): 0.715 eV
Net charge: -1
2S+1: 3
Expectation value of S²: 2.024

Element x y z (Å)
Ti -0.3666 -0.3577 1.3018
O 3.2087 -2.1977 2.0338
C 1.8170 -2.1933 2.0331
O 1.2511 -1.4919 1.0738
C 1.2329 -2.0286 3.4158
O 0.2262 -1.0161 3.3070
C -0.7493 -0.9372 4.3318
C -2.0065 -0.2761 3.7567
O -2.9424 -0.0740 4.5084
O -1.9290 0.0133 2.5077
H 3.4646 -1.7680 1.2066
H 0.7567 -2.9410 3.7925
H 2.0092 -1.7216 4.1263
H -1.0127 -1.9386 4.6857
H -0.3755 -0.3542 5.1765
N -2.2987 -1.7089 -2.2069
C -1.8633 -0.5148 -2.7637
C -1.9526 -0.0258 -4.0511
C -1.4043 1.2330 -4.3011
C -0.7929 1.9538 -3.2824
C -0.6999 1.4519 -1.9850
C -1.2443 0.2030 -1.7230
N -1.2594 -0.5565 -0.5612
C -1.8698 -1.7384 -0.8917
C -2.0152 -2.7967 -0.0056
C -2.6176 -4.0533 -0.1628
S -2.4437 -4.9557 1.3002
C -1.6082 -3.6268 2.0074
N -1.4544 -2.5956 1.2548
H -2.5064 -2.5393 -2.7320
H -2.4267 -0.5991 -4.8387
H -1.4542 1.6476 -5.3000
H -0.3709 2.9278 -3.4971
H -0.2045 2.0107 -1.2043
H -3.1662 -4.4430 -1.0017
H -1.2472 -3.6812 3.0243
N 1.1604 -1.9737 -1.9839
C 2.0010 -2.4746 -3.0647
C 1.1300 -2.7863 -4.2842
C 0.4609 -4.1598 -4.2352
N -0.0782 -4.4814 -2.9160
H 0.8967 -1.0081 -2.1415
H 1.5790 -2.0246 -1.0625
H 2.4944 -3.3881 -2.7225
H 2.7938 -1.7710 -3.3534
H 1.7268 -2.7323 -5.1995
H 0.3708 -1.9998 -4.3537
H 1.2092 -4.9163 -4.5060
H -0.3056 -4.1953 -5.0206
H -0.9524 -4.9828 -2.9496
H -0.1529 -3.6609 -2.3219
C -2.4777 3.1790 2.3523
C -1.8868 3.0984 0.9426
C -2.7372 3.8868 -0.0516
C -0.4359 3.5312 0.9729
C -0.1012 4.8779 0.9330
C 1.2166 5.2971 1.0213
C 2.2158 4.3461 1.1516
C 1.9338 2.9856 1.1915
C 3.0927 2.0204 1.3468
C 3.2435 1.0751 0.1526
C 3.0292 1.2621 2.6746
C 0.5877 2.5597 1.1055
N 0.2478 1.2262 1.1243
H -3.4855 2.7609 2.3806
H -2.5165 4.2205 2.6868
H -1.8691 2.6124 3.0562
H -1.9084 2.0506 0.6402
H -2.8480 4.9338 0.2417
H -3.7397 3.4561 -0.1012
H -2.3055 3.8557 -1.0539
H -0.8884 5.6164 0.8360
H 1.4625 6.3516 0.9900
H 3.2516 4.6627 1.2222
H 3.9940 2.6432 1.3752
H 2.3998 0.3911 0.0872
H 4.1616 0.4864 0.2567
H 3.3101 1.6384 -0.7809
H 2.1207 0.6644 2.7296
H 3.0289 1.9625 3.5129
H 3.8859 0.5926 2.7826